Entry 1:
The following is a quantum chemistry calculation of 2 unconnected molecules or ions with the total composition C5H14N2O at a distorted geometry, from OMol25.

Output
orbital gap = 9.9 eV
energy relative to the best compared isomer or geometry (same formula, charge and spin) = 233.4 kJ/mol
total charge = +2
spin multiplicity = 1

Last column: Löwdin charge in e.
Atoms and positions in Å:
C1 0.3800 -1.3045 0.3406  -0.1674
C2 0.2607 -0.1748 -0.6788  -0.1521
C3 -1.2796 0.0087 -0.7778  -0.2980
C4 -2.1410 -0.8620 -1.3969  0.1368
C5 -1.5758 2.4331 -0.6603  0.1591
N1 -1.8048 1.2841 -0.2365  0.0684
N2 1.7503 -1.7521 0.8199  0.1765
H1 -0.0972 -2.1907 -0.3070  0.1695
H2 -0.2985 -1.0308 1.1998  0.1537
H3 0.8503 0.7651 -0.2291  0.1372
H4 0.5905 -0.3539 -1.7544  0.1524
H5 -1.9209 -1.9497 -1.8008  0.1421
H6 -3.2194 -0.5283 -1.6119  0.1192
H7 -1.1454 2.9308 -1.5555  0.1540
H8 -1.9366 3.3271 0.0423  0.1797
H9 -2.3802 1.1867 0.6615  0.2266
H10 2.2531 -0.9734 1.3251  0.1265
H11 2.4216 -2.0750 0.1534  0.1587
H12 1.6786 -2.4556 1.6562  0.2293
H13 1.8918 1.6491 1.8755  0.0959
H14 3.3404 1.1658 1.4802  0.1108
O1 2.3822 0.9003 1.4543  -0.0788

---

Entry 2:
The following is a quantum chemistry calculation of 2 unconnected molecules or ions with the total composition C5H14N2O2, from OMol25.

Output
orbital gap = 10.1 eV
structure (SMILES) = CN[C@@H](C)O.C/C=N/O
energy relative to the best compared isomer or geometry (same formula, charge and spin) = 297.9 kJ/mol
total charge = 0
spin multiplicity = 1

Last column: Löwdin charge in e.
Atoms and positions in Å:
C1 -0.6440 -1.0738 0.9977  -0.4610
C2 1.4556 -0.7381 2.2293  -0.1144
C3 -1.6260 -1.5244 2.0860  -0.0277
N1 0.6904 -1.5400 1.2839  -0.0700
O1 -0.7221 0.3374 0.7909  -0.0702
H1 -0.5880 0.7755 1.6402  0.1001
H2 1.2261 -1.6270 0.4359  0.1022
H3 -0.9489 -1.4992 0.0348  0.1482
H4 1.7682 0.2335 1.8267  0.0741
H5 2.3504 -1.3021 2.4935  0.0843
H6 0.8718 -0.5803 3.1375  0.0773
H7 -2.0564 -2.4871 1.8221  0.0783
H8 -1.1113 -1.6330 3.0373  0.0698
H9 -2.4299 -0.7980 2.1914  0.0778
C4 -0.1985 1.8545 -3.8699  -0.0871
C5 0.0925 1.4405 -2.4732  -0.2365
O2 1.5190 0.9333 -0.8011  -0.0851
N2 1.2822 1.3151 -2.0827  -0.0333
H10 0.6717 0.7859 -0.3136  0.0404
H11 -0.7657 1.2532 -1.8142  0.1176
H12 0.7300 2.0009 -4.4132  0.0739
H13 -0.7960 1.0917 -4.3680  0.0704
H14 -0.7710 2.7814 -3.8714  0.0708

---

Entry 3:
The following is a quantum chemistry calculation of 2 unconnected molecules or ions with the total composition C5H14N2O2 at a distorted geometry, from OMol25.

Output
orbital gap = 9.5 eV
structure (SMILES) = C[C@@H](N)CO.CC(N)=O
energy relative to the best compared isomer or geometry (same formula, charge and spin) = 178.9 kJ/mol
total charge = 0
spin multiplicity = 1

Last column: Löwdin charge in e.
Atoms and positions in Å:
C1 -1.7554 0.2985 0.3513  -0.6110
C2 -2.0886 1.5941 -0.3777  -0.0137
N1 -1.7403 0.4356 1.7411  0.1346
O1 -2.0755 -0.8037 -0.1299  -0.0117
H1 -0.4007 -1.7173 -0.5552  0.1083
H2 -0.0288 0.2511 0.0147  0.1241
H3 -1.8370 1.3477 2.1550  0.0933
H4 -2.0064 -0.3864 2.2615  0.1069
H5 -1.9482 1.4484 -1.4468  0.0867
H6 -3.1344 1.8516 -0.2073  0.0882
H7 -1.4702 2.4140 -0.0190  0.0755
C3 1.6942 -0.3840 1.1992  -0.0662
C4 1.1005 -0.2720 -0.1923  -0.4588
N2 1.9309 0.4782 -1.0719  0.0486
C5 0.7010 -1.6131 -0.7808  -0.2364
O2 0.7940 -1.6710 -2.1884  -0.0648
H8 1.7283 -1.6093 -2.4228  0.0827
H9 1.4996 0.6236 -1.9774  0.0815
H10 2.2583 1.3460 -0.6689  0.0791
H11 1.2761 -2.4233 -0.3162  0.1224
H12 0.9933 -0.9046 1.8482  0.0752
H13 1.8609 0.6029 1.6296  0.0743
H14 2.6484 -0.9071 1.1540  0.0812

---

Entry 4:
The following is a quantum chemistry calculation of 2 unconnected molecules or ions with the total composition C5H14N2O2 at a distorted geometry, from OMol25.

Output
orbital gap = 9.3 eV
structure (SMILES) = CNCCN(C)C=O.O
energy relative to the best compared isomer or geometry (same formula, charge and spin) = 201.3 kJ/mol
total charge = 0
spin multiplicity = 1

Last column: Löwdin charge in e.
Atoms and positions in Å:
C1 -0.6556 1.7075 -0.5896  -0.3231
N1 0.5411 1.3355 -0.0407  -0.1355
C2 1.8061 1.7618 -0.5632  -0.0845
C3 0.5846 0.3021 1.0021  -0.1364
C4 0.9141 -1.1022 0.4558  -0.2177
N2 -0.1762 -1.9279 -0.0555  -0.1047
C5 -0.4579 -1.5800 -1.4773  -0.1102
O1 -1.7221 1.2263 -0.3004  0.0273
H1 -0.4539 2.5966 -1.2439  0.1468
H2 2.2726 1.0729 -1.2928  0.0909
H3 1.9369 2.7112 -1.1188  0.0972
H4 2.5507 1.9240 0.1841  0.0759
H5 1.3924 0.5821 1.6876  0.1182
H6 -0.3393 0.3194 1.5722  0.1066
H7 1.6146 -0.8854 -0.3325  0.0902
H8 1.2913 -1.7155 1.2970  0.1187
H9 -0.9983 -2.0257 0.5171  0.0913
H10 -0.8917 -2.4891 -1.8965  0.0701
H11 -1.1348 -0.7887 -1.6996  0.0534
H12 0.5211 -1.7071 -1.9288  0.0786
H13 -2.5386 -0.0956 1.2938  -0.0211
H14 -2.8160 -0.8603 2.6261  0.0395
O2 -3.2411 -0.3616 1.9038  -0.0714

---

Entry 5:
The following is a quantum chemistry calculation of a single C5H14N2S molecule at a distorted geometry, from OMol25.

Output
orbital gap = 8.9 eV
structure (SMILES) = CCNC[C@@H](N)CS
energy relative to the best compared isomer or geometry (same formula, charge and spin) = 314.5 kJ/mol
total charge = 0
spin multiplicity = 1

Last column: Löwdin charge in e.
Atoms and positions in Å:
N1 -0.7327 -0.8350 -2.3093  0.0136
C1 0.0804 0.1518 -1.5340  -0.3905
C2 0.3053 1.6244 -2.3528  -0.5403
S1 -1.2231 2.4480 -2.3982  0.7034
C3 -0.4959 0.0608 -0.1215  -0.2367
N2 0.6968 -0.3639 0.6738  -0.1033
C4 0.3153 -1.4649 1.7833  -0.1648
C5 0.5105 -0.7387 3.1350  -0.1428
H1 -1.4074 -1.2250 -1.6360  0.0507
H2 -1.4970 2.7159 -1.1333  -0.1684
H3 -0.3307 -1.7095 -2.6324  0.0636
H4 1.1005 -0.1467 -1.5227  0.0906
H5 1.0391 2.0856 -1.7145  0.0486
H6 0.7460 1.5500 -3.3552  0.0703
H7 -1.3575 -0.5863 0.0086  0.0871
H8 -1.0646 0.9698 0.2839  0.1134
H9 1.4378 0.3425 0.9517  0.1276
H10 0.9305 -2.2156 1.4516  0.0679
H11 -0.7852 -1.4103 1.7148  0.0968
H12 -0.0821 -0.9382 4.1198  0.0896
H13 1.5397 -0.6735 3.5227  0.0540
H14 0.2743 0.3588 3.0646  0.0696

---

Entry 6:
The following is a quantum chemistry calculation of a single C5H14N2S molecule at a distorted geometry, from OMol25.

Output
orbital gap = 9.5 eV
structure (SMILES) = CN(C)C[C@H](N)CS
energy relative to the best compared isomer or geometry (same formula, charge and spin) = 113.2 kJ/mol
total charge = 0
spin multiplicity = 1

Last column: Löwdin charge in e.
Atoms and positions in Å:
N1 -0.9076 1.9728 -0.6642  0.0133
C1 -0.2553 0.7418 -0.2549  -0.4469
C2 -0.1998 -0.1520 -1.5511  -0.4759
S1 1.2706 0.3880 -2.5705  0.6800
C3 -0.9689 0.0161 0.9452  -0.1750
N2 -0.0354 -0.6935 1.8221  -0.2545
C4 -0.3759 -0.5507 3.2190  -0.1102
C5 0.2430 -2.0368 1.3624  -0.1024
H1 -1.5382 1.8778 -1.4458  0.0658
H2 -1.4330 2.3508 0.1319  0.0712
H3 0.7704 1.0052 0.0490  0.1197
H4 -1.1083 -0.2580 -2.1408  0.0721
H5 0.0683 -1.1241 -1.1545  0.0192
H6 1.4381 1.5879 -2.0814  -0.1792
H7 -1.5270 0.7918 1.4617  0.0966
H8 -1.8313 -0.6287 0.5796  0.1425
H9 0.0974 -1.2442 3.9085  0.0817
H10 0.0794 0.3446 3.6098  0.0727
H11 -1.4422 -0.4681 3.4449  0.0819
H12 0.3062 -2.1074 0.2932  0.0502
H13 1.2659 -2.3231 1.6483  0.0870
H14 -0.3428 -2.8794 1.7735  0.0901